{
  "formula": "C10H11Br18F3O2",
  "method": "ωB97M-V/def2-TZVPD",
  "e_lumo_ev": [0.88, 0.89],
  "charge": -1,
  "multiplicity": 2,
  "gap_ev": [2.31, 6.83],
  "total_energy_ev": -1283558.5345,
  "s_squared": 0.754,
  "elements": ["C", "Br", "Br", "Br", "H", "C", "Br", "Br", "Br", "H", "C", "Br", "Br", "Br", "H", "C", "Br", "Br", "Br", "H", "C", "Br", "Br", "Br", "H", "C", "Br", "Br", "Br", "H", "C", "C", "O", "C", "O", "C", "F", "F", "F", "H", "H", "H", "H", "H"],
  "coordinates": [[0.5630, -5.6250, 1.8968], [1.5085, -3.8013, 1.6348], [1.8417, -6.8404, 2.7808], [-0.0346, -6.2588, 0.0897], [-0.2712, -5.4931, 2.5858], [-3.9290, -1.6264, 0.8945], [-2.6661, -3.1726, 1.2035], [-5.8283, -2.1712, 1.3078], [-3.8126, -0.7602, -0.8377], [-3.7243, -0.7962, 1.5705], [2.8599, 0.9328, 3.2367], [2.3878, 2.6576, 2.3094], [1.2301, -0.0877, 3.8072], [3.9079, 1.2933, 4.8702], [3.3422, 0.3274, 2.4692], [-1.1147, 4.1179, 3.1194], [-2.4582, 5.5838, 3.1187], [-1.5696, 2.6680, 1.7918], [-0.9244, 3.3901, 4.9331], [-0.1645, 4.5505, 2.8063], [-2.1445, 4.6856, -1.8748], [-1.9657, 6.1554, -3.1773], [-0.8129, 3.2915, -2.1996], [-4.0030, 3.9736, -2.0363], [-2.0611, 5.1093, -0.8740], [0.1389, -1.8905, -4.8796], [0.5273, -3.4002, -3.6513], [-0.9191, -0.5083, -3.9213], [-0.8403, -2.4087, -6.5324], [1.1243, -1.4996, -5.1332], [-0.2972, -0.4568, 0.5555], [0.3892, 0.5966, -0.3299], [1.1679, 0.1553, -1.4125], [2.4852, -0.2019, -1.1738], [3.0557, -0.2313, -0.0807], [3.3388, -0.5412, -2.3985], [2.8090, 0.0790, -3.5125], [4.5177, 0.0103, -2.2303], [3.4680, -1.8442, -2.6000], [-0.8501, -1.2052, -0.0123], [-1.0435, -0.0299, 1.2254], [0.3448, -1.1460, 1.1041], [0.9462, 1.3373, 0.2439], [-0.5193, 1.0814, -0.6873]],
  "forces_ev_per_angstrom": [[0.5, 0.1, -0.2], [0.1, 1.1, 0.1], [0.2, -0.7, 0.4], [-0.6, -0.4, -0.3], [-0.3, 0.0, -0.1], [-0.4, -0.5, 0.4], [-0.8, 1.2, -0.3], [1.1, 0.3, -0.3], [0.0, -0.4, 0.1], [0.1, -0.6, 0.2], [-1.3, 0.3, 0.6], [0.3, -1.0, 0.7], [1.1, 0.8, -0.5], [-0.3, -0.2, -1.2], [0.2, 0.1, 0.4], [-0.7, -0.4, 0.0], [0.7, -0.9, -0.2], [0.2, 1.3, 1.0], [0.0, 0.3, -1.0], [-0.3, -0.2, 0.1], [-0.7, -0.1, -0.8], [0.1, -0.5, 0.6], [-0.7, 0.8, 0.2], [1.1, 0.2, 0.2], [0.2, -0.3, -0.3], [-0.6, -0.3, 0.6], [-0.4, 0.8, -0.8], [0.6, -0.7, -0.6], [0.8, 0.2, 1.0], [-0.5, 0.1, -0.1], [0.8, -1.6, -0.2], [-1.7, 0.1, 2.0], [2.8, -1.3, -0.8], [-0.9, 0.4, 3.3], [-1.8, 0.2, -2.5], [-1.3, 1.1, -1.0], [0.2, -1.0, 0.5], [0.9, -0.1, 0.1], [-0.1, 0.3, -0.1], [-0.1, 0.4, -0.7], [0.3, 0.3, 0.1], [0.4, 0.5, 0.4], [0.1, -0.2, 0.1], [0.6, 0.4, -1.0]],
  "lowdin_charge": [-1.520, 0.236, 0.324, 0.270, -0.069, -1.497, 0.527, 0.461, 0.535, -0.046, -1.414, 0.526, 0.540, 0.524, -0.030, -1.488, 0.511, 0.562, 0.538, -0.048, -1.513, 0.517, 0.607, 0.502, -0.033, -1.490, 0.565, 0.532, 0.510, -0.035, -0.140, -0.296, -0.035, -0.280, 0.126, -0.548, 0.107, 0.187, 0.173, 0.023, 0.016, -0.012, 0.053, 0.023]
}

***

{
  "formula": "C10H11BrSi",
  "method": "ωB97M-V/def2-TZVPD",
  "de_lowest_kj_mol": 220.20,
  "e_lumo_ev": -0.07,
  "charge": 0,
  "gap_ev": 8.38,
  "total_energy_ev": -88465.1325,
  "elements": ["C", "C", "C", "C", "C", "C", "C", "C", "C", "C", "Si", "Br", "H", "H", "H", "H", "H", "H", "H", "H", "H", "H", "H"],
  "coordinates": [[-3.3081, 1.8321, 0.2395], [-2.2976, 2.2619, -0.6500], [-3.0391, 0.7704, 1.0989], [-1.0108, 1.7254, -0.5613], [-1.7404, 0.2565, 1.1501], [-0.7902, 0.7333, 0.3180], [2.6130, -0.4413, -2.5505], [1.4625, -2.7967, 1.6792], [1.8412, -1.1760, -1.7256], [1.6519, -1.5198, 1.4506], [1.6533, -0.3853, -0.0455], [3.1233, 1.4739, 0.3108], [-4.2600, 2.1581, 0.2723], [-2.3671, 3.0799, -1.3359], [-3.9310, 0.5389, 1.7318], [-0.2804, 2.0509, -1.2721], [-1.4022, -0.6110, 1.7578], [2.7673, -0.6604, -3.5651], [3.3231, 0.2810, -2.2331], [1.4306, -3.1046, 2.6425], [1.5129, -3.4830, 0.8418], [1.2640, -1.9357, -1.9929], [1.7838, -1.0484, 2.4386]],
  "forces_ev_per_angstrom": [[3.8, -1.5, -0.9], [0.1, 0.1, 1.1], [-0.7, 0.8, 0.5], [-1.3, 0.9, -1.1], [-0.3, -2.1, 1.4], [4.0, -1.7, -0.7], [-0.2, -1.5, 0.7], [0.6, -0.1, -3.8], [3.0, 5.1, 1.5], [0.6, 2.0, 1.1], [-2.1, 1.3, 1.6], [-1.1, -1.6, -0.3], [-2.9, 1.6, -0.4], [-0.7, 0.3, -0.3], [1.3, -0.5, -0.2], [0.4, 0.2, -0.2], [-0.8, 0.7, -0.1], [-0.2, -0.6, -1.4], [0.0, 0.9, 0.7], [-0.2, -1.4, 2.7], [-0.5, -0.5, 0.2], [-2.4, -3.1, -1.4], [-0.3, 0.8, -0.7]],
  "lowdin_charge": [-0.085, -0.069, -0.090, -0.160, -0.140, -0.137, -0.066, -0.057, -0.234, -0.331, 0.514, 0.228, 0.057, 0.090, 0.115, 0.085, 0.101, 0.043, -0.007, 0.021, 0.059, 0.004, 0.060]
}

***

{
  "formula": "C10H11Cl13F9MgNaO9S3",
  "method": "ωB97M-V/def2-TZVPD",
  "e_lumo_ev": -2.22,
  "charge": 0,
  "gap_ev": 7.87,
  "total_energy_ev": -258594.8668,
  "elements": ["Na", "Mg", "C", "F", "F", "F", "S", "O", "O", "O", "C", "F", "F", "F", "S", "O", "O", "O", "C", "F", "F", "F", "S", "O", "O", "O", "Cl", "C", "C", "Cl", "H", "H", "H", "H", "Cl", "C", "C", "Cl", "H", "H", "H", "H", "C", "Cl", "Cl", "Cl", "H", "C", "Cl", "Cl", "Cl", "H", "C", "Cl", "Cl", "Cl", "H"],
  "coordinates": [[0.3311, 0.0141, -0.9980], [2.9888, -3.6826, 0.0872], [1.1737, -1.9083, 3.4381], [2.1104, -2.5863, 4.0566], [0.1339, -2.5784, 3.1992], [0.7238, -0.9147, 4.1935], [1.9584, -1.1729, 1.8538], [0.9091, -0.3513, 1.1759], [3.0862, -0.2831, 2.2149], [2.2928, -2.3331, 1.0487], [-1.0156, -4.9092, -0.8946], [-1.3361, -4.6720, 0.3759], [-0.3320, -6.0477, -1.0039], [-2.2122, -4.8740, -1.5658], [0.0451, -3.4367, -1.5772], [-0.6371, -2.2065, -1.1295], [1.4169, -3.5990, -0.9311], [0.0497, -3.6628, -3.0044], [5.1992, -0.6001, -2.7911], [6.3284, -0.9812, -2.2892], [5.2791, 0.7012, -2.9585], [4.8869, -1.3483, -3.8540], [4.1068, -0.9072, -1.1904], [2.8257, -0.2800, -1.4749], [3.9788, -2.3793, -0.9362], [4.7385, -0.2637, -0.0484], [-5.5316, 0.6181, -0.1615], [-4.4779, 2.0170, -0.0288], [-3.7495, 2.3257, -1.2937], [-2.5458, 1.1368, -1.7309], [-3.8793, 1.6784, 0.8169], [-5.0198, 2.8941, 0.3250], [-3.2457, 3.2900, -1.3595], [-4.5608, 2.3804, -2.0196], [-3.3533, 2.2779, 3.6881], [-1.6378, 2.8019, 3.7861], [-1.3907, 4.2660, 3.3083], [-2.1538, 4.6129, 1.7535], [-1.1442, 2.1086, 3.1050], [-1.4139, 2.6880, 4.8468], [-0.3358, 4.5264, 3.3952], [-1.9746, 4.7922, 4.0634], [-3.6674, -2.0040, 2.4069], [-5.0037, -1.0660, 3.2062], [-2.8645, -3.0947, 3.5455], [-2.5716, -1.0310, 1.5875], [-4.1356, -2.7803, 1.8017], [1.5247, 0.5988, -5.6908], [3.3202, 0.5887, -5.5546], [0.7404, 2.1503, -5.5329], [0.9580, -0.6261, -4.5297], [1.2890, 0.2089, -6.6810], [1.5026, 3.6834, -0.4526], [0.6596, 2.8185, 0.8233], [1.5862, 2.5754, -1.8694], [3.1271, 4.2345, 0.0486], [0.9192, 4.5923, -0.5994]],
  "forces_ev_per_angstrom": [[0.4, -0.3, 0.2], [0.2, 0.9, -1.5], [1.4, 3.2, -0.9], [0.4, -0.7, 0.6], [-2.1, -3.0, -1.3], [0.8, 1.0, 0.7], [0.2, 6.2, 0.1], [0.6, -2.1, 1.3], [-2.1, -2.8, 0.3], [-0.1, -0.7, 1.7], [-0.5, 2.2, -0.4], [0.5, -0.4, 0.2], [-0.8, 0.3, -0.1], [1.8, -0.8, 0.3], [0.0, 0.5, -0.1], [1.1, -1.6, -0.2], [-2.5, -1.0, -1.3], [0.3, 0.0, 1.1], [-1.6, -1.0, 2.8], [2.6, -1.0, -0.3], [-0.6, 0.1, -1.2], [0.1, 1.1, 0.4], [-1.4, 1.7, 2.0], [-0.3, -0.7, -0.9], [1.1, -0.3, -1.4], [0.7, -0.8, -1.9], [-0.8, -0.4, -0.5], [0.8, 0.1, 1.7], [-0.8, 0.8, -0.4], [0.4, -0.8, -0.4], [0.6, 0.6, -0.2], [-0.3, -0.1, -0.2], [-0.1, 0.0, 0.7], [0.4, -0.3, -0.6], [-0.1, 0.3, 0.0], [0.0, 0.2, -1.2], [-1.4, -1.2, 1.9], [0.4, 0.1, -0.2], [0.4, -0.1, 0.5], [0.6, 0.0, -0.3], [-0.1, 0.0, -0.5], [0.3, 0.8, -0.3], [-1.8, -1.5, 0.9], [0.7, -0.4, -0.3], [0.3, 0.1, 0.8], [0.9, 0.9, -0.8], [-0.2, 0.9, -0.6], [0.6, -1.2, -0.2], [-0.7, 0.7, -0.3], [0.3, 0.0, 0.2], [-0.4, 0.3, 0.0], [0.1, 0.2, 0.2], [0.3, 0.0, 0.2], [0.2, -0.2, 0.3], [0.0, 0.9, 0.3], [-0.5, -0.4, -0.2], [0.1, -0.4, -0.7]],
  "lowdin_charge": [0.197, 1.003, -0.736, 0.168, 0.168, 0.148, 0.630, -0.382, -0.272, -0.378, -0.592, 0.126, 0.145, 0.112, 0.634, -0.323, -0.395, -0.283, -0.676, 0.150, 0.154, 0.120, 0.597, -0.358, -0.391, -0.271, 0.574, -0.702, -0.671, 0.632, 0.002, 0.085, 0.072, 0.074, 0.524, -0.613, -0.659, 0.535, 0.036, 0.071, 0.075, 0.059, -1.561, 0.482, 0.548, 0.640, 0.013, -1.501, 0.551, 0.559, 0.561, 0.013, -1.440, 0.594, 0.582, 0.549, 0.021]
}

***

{
  "formula": "C10H11ClO2S",
  "method": "ωB97M-V/def2-TZVPD",
  "de_lowest_kj_mol": 117.09,
  "e_lumo_ev": [-0.74, -0.78],
  "charge": 0,
  "gap_ev": [6.88, 6.96],
  "total_energy_ev": -37997.3362,
  "elements": ["C", "C", "C", "C", "C", "C", "C", "C", "C", "C", "O", "O", "S", "Cl", "H", "H", "H", "H", "H", "H", "H", "H", "H", "H", "H"],
  "coordinates": [[-2.7694, -2.4250, -0.0867], [-1.8678, -1.7498, -0.8953], [-2.3329, -2.5628, 1.2042], [-0.6239, -1.4423, -0.2610], [0.6431, 1.9977, -0.2866], [0.9386, 0.7739, 0.3972], [1.7253, -0.3852, -0.1950], [0.4387, -0.7710, -0.8950], [2.3585, -1.4850, 0.7148], [-0.2959, 4.1390, 0.0185], [1.1755, 2.3604, -1.2730], [-0.1462, 2.8386, 0.4738], [-0.6856, -1.9315, 1.3552], [0.3058, -0.4751, -2.6926], [-3.6609, -2.8854, -0.3550], [-1.8922, -1.7180, -1.8840], [-2.7518, -3.1186, 2.1588], [0.4544, 0.5460, 1.3215], [2.3959, 0.0082, -0.9735], [1.7927, -2.4701, 0.3867], [2.2839, -1.2980, 1.7632], [3.3821, -1.5394, 0.5930], [-0.6553, 4.8110, 0.6953], [-0.9833, 4.2573, -0.8919], [0.7709, 4.5251, -0.3926]],
  "forces_ev_per_angstrom": [[0.8, 0.0, 1.9], [2.7, -0.3, 3.7], [0.9, -0.7, 2.1], [-3.2, -0.7, -1.3], [0.2, 0.7, 2.4], [-0.7, -2.6, -1.0], [0.0, 0.3, -0.9], [1.7, 2.2, 0.1], [-3.3, -0.9, -1.5], [2.8, 0.5, -5.3], [0.8, 0.7, -2.8], [-0.5, -1.2, 0.6], [-1.2, -0.6, 0.9], [0.2, -0.1, 2.3], [-1.5, -0.4, -0.8], [-0.6, 0.6, -4.2], [0.7, 1.3, -2.5], [-0.5, 0.1, 0.3], [0.0, -0.3, 0.4], [1.7, 1.7, 1.1], [-0.8, 0.1, 0.8], [2.1, -0.4, -0.9], [-0.8, 1.2, 2.5], [0.8, -0.6, 1.1], [-2.4, -0.7, 1.0]],
  "lowdin_charge": [-0.188, -0.113, -0.354, -0.579, -0.546, 0.041, -0.345, -0.516, -0.051, -0.103, 0.105, -0.052, 1.045, 0.691, 0.086, 0.033, 0.112, 0.094, 0.135, 0.111, 0.060, 0.040, 0.041, 0.114, 0.140]
}

***

{
  "formula": "C10H11ClO2Si",
  "method": "ωB97M-V/def2-TZVPD",
  "de_lowest_kj_mol": 278.44,
  "e_lumo_ev": [-0.16, -0.16],
  "charge": 0,
  "gap_ev": [7.01, 7.01],
  "total_energy_ev": -35038.3367,
  "elements": ["C", "C", "C", "C", "C", "C", "C", "C", "C", "C", "O", "O", "Si", "Cl", "H", "H", "H", "H", "H", "H", "H", "H", "H", "H", "H"],
  "coordinates": [[2.5416, -3.1569, 0.2468], [-2.7922, 1.7268, 0.7744], [1.3711, -2.3519, 0.4252], [-2.2094, 0.3350, 0.5360], [3.5491, -2.2527, -0.1855], [-2.2358, 2.5940, -0.0517], [1.7178, -1.1025, -0.0629], [-0.8562, 0.8578, -0.2033], [-3.3299, -0.5584, -0.1991], [2.2680, 1.8956, -0.6934], [3.0227, -1.0316, -0.3318], [-1.1813, 2.0847, -0.6944], [0.9634, 0.5815, 0.0348], [3.5215, 2.5515, 0.5643], [2.6592, -4.0966, 0.5638], [-3.7491, 1.6275, 1.2838], [0.3612, -2.6510, 0.6302], [-1.9455, -0.0746, 1.4527], [4.5893, -2.2849, -0.3449], [-2.3207, 3.7071, -0.1609], [-3.4097, -1.5332, 0.3645], [-4.3473, -0.2335, -0.2858], [-2.9757, -0.8521, -1.1490], [1.9635, 2.8656, -1.0298], [2.8242, 1.3529, -1.4840]],
  "forces_ev_per_angstrom": [[1.2, 5.3, -1.0], [-1.3, -1.6, -0.1], [0.9, 0.6, -1.8], [0.1, 1.9, -2.3], [-2.4, -1.8, 1.1], [-0.8, 2.2, 1.4], [-1.6, 0.3, 1.5], [0.5, -1.8, 0.5], [1.9, -1.6, 1.9], [0.5, -0.9, 0.8], [0.8, -0.3, -0.6], [1.8, 0.4, -1.1], [-1.8, 1.5, -0.6], [-0.8, -1.0, -0.6], [0.6, -3.5, 0.8], [0.3, 1.2, 0.0], [0.0, -0.2, 0.3], [0.5, -1.1, 1.5], [0.9, -0.4, -0.2], [-0.4, -1.4, -0.1], [0.1, 0.9, -0.4], [-0.3, 1.0, 0.1], [0.3, -0.1, -1.3], [-0.9, 0.0, -0.5], [0.0, 0.6, 0.6]],
  "lowdin_charge": [-0.024, -0.067, -0.056, -0.263, -0.077, -0.153, -0.400, -0.273, -0.039, -0.590, -0.055, -0.113, 0.916, 0.379, 0.053, 0.113, 0.102, 0.088, 0.110, 0.146, 0.081, 0.058, 0.047, -0.008, 0.024]
}

***

{
  "formula": "C10H11F2NO2",
  "method": "ωB97M-V/def2-TZVPD",
  "de_lowest_kj_mol": 0.00,
  "e_lumo_ev": 0.59,
  "charge": 0,
  "gap_ev": 10.15,
  "total_energy_ev": -21567.3065,
  "elements": ["C", "C", "C", "C", "C", "C", "C", "C", "C", "C", "N", "O", "O", "F", "F", "H", "H", "H", "H", "H", "H", "H", "H", "H", "H", "H"],
  "coordinates": [[3.7173, -0.1164, -0.2530], [3.1511, -1.4005, -0.2813], [2.9764, 0.8775, 0.3657], [1.8732, -1.6019, 0.1843], [1.5857, 0.7196, 0.6245], [1.0359, -0.5581, 0.5079], [-3.3412, 1.3573, -0.0261], [-1.2166, -0.1305, -1.4615], [-0.4435, -0.9310, 0.6683], [-2.5692, 0.2269, 0.5812], [-1.2698, 0.0317, -0.0037], [-2.7137, 2.6325, -0.0120], [-4.4062, 1.3363, -0.5213], [-3.4929, -0.8208, 0.4427], [-2.5947, 0.5213, 1.9135], [4.8330, -0.1291, -0.5765], [3.7387, -2.2615, -0.6628], [3.4883, 1.7730, 0.5987], [1.5112, -2.6161, 0.2208], [1.0553, 1.5106, 1.0085], [-1.6541, -1.0336, -1.8983], [-1.8871, 0.6840, -1.9986], [-0.2850, 0.1497, -1.9071], [-0.6163, -1.9558, 0.5112], [-0.6707, -0.9450, 1.7579], [-1.8050, 2.6799, 0.2170]],
  "forces_ev_per_angstrom": [[1.5, -1.8, 0.1], [0.9, -0.1, -0.3], [-0.8, -0.3, -0.7], [0.3, -0.7, -0.7], [2.4, -2.2, -0.6], [-0.6, -0.2, -0.1], [1.4, 4.1, -1.3], [-3.1, 2.6, -1.6], [1.3, 1.6, 2.9], [-1.1, -0.7, -0.7], [-1.4, -0.3, 0.3], [-2.0, -1.4, -0.3], [-0.9, -0.8, 0.0], [1.4, -0.2, 0.2], [1.1, -0.5, -0.2], [-2.1, 0.9, 0.7], [-0.4, 0.7, 0.4], [0.1, 1.1, 0.1], [-0.3, -0.2, -0.1], [-1.3, 1.8, 0.7], [0.5, -0.4, 0.6], [1.0, -1.3, 1.4], [1.0, -0.4, 0.4], [-0.2, -1.4, -1.4], [0.0, 0.7, -0.4], [1.4, -0.6, 0.6]],
  "lowdin_charge": [-0.096, -0.097, -0.076, -0.072, -0.011, -0.202, -0.411, -0.028, -0.139, -0.453, -0.080, 0.098, 0.192, 0.081, 0.126, 0.135, 0.113, 0.086, 0.110, 0.080, 0.098, 0.134, 0.082, 0.107, 0.145, 0.077]
}